A structure of composition C35H54BrN3OP2V. Source: the Open Molecules 2025 dataset; level of theory: ωB97M-V/def2-TZVPD.

Each line ends with the Mulliken charge.
Positions of all 97 atoms, in Å:
1 Br 0.790 -2.596 -3.526  0.0370
2 V 0.498 -0.602 -0.967  0.6098
3 P 0.567 2.090 -0.852  1.1908
4 P -2.165 -0.321 -2.491  0.5455
5 O -1.470 -4.399 2.734  -0.6674
6 N -2.490 -3.431 4.557  0.3812
7 N 2.174 1.337 5.813  -0.5412
8 N -0.572 -0.813 0.884  1.4946
9 C 1.139 2.866 -2.426  -0.9432
10 C 1.655 -2.062 -1.792  -0.6087
11 C 3.450 -1.475 2.980  -0.3423
12 C 1.627 0.119 5.788  -0.5774
13 C -3.644 -2.555 4.845  -0.6299
14 C 3.738 -0.933 1.755  -1.0281
15 C 1.955 -2.265 0.622  -0.2680
16 C 1.277 -2.652 -0.552  -0.7362
17 C -2.249 2.644 -0.915  -1.0660
18 C 2.825 -0.362 -0.534  -1.4483
19 C 3.819 0.647 4.218  -0.2667
20 C -0.893 3.182 -0.485  -0.8537
21 C 2.146 -0.912 4.998  -0.3361
22 C -1.001 -1.975 1.462  -0.4551
23 C 2.469 -0.909 -1.792  -0.7303
24 C -1.037 0.318 2.969  -1.6825
25 C -1.371 0.014 -4.129  0.7496
26 C -3.794 -2.316 6.336  -1.3098
27 C -2.326 -2.131 -2.193  0.2545
28 C 1.314 3.041 1.796  -1.4838
29 C 2.880 -1.214 0.612  1.2811
30 C -1.463 -2.029 2.786  -0.0951
31 C -1.825 -3.379 3.329  -0.4120
32 C 1.810 2.684 0.398  -0.2576
33 C -4.882 -0.622 -3.495  -1.5033
34 C -1.409 -0.876 3.579  -0.3954
35 C -2.634 -3.012 -3.396  -1.4700
36 C 3.205 -0.618 4.112  0.5932
37 C -3.800 -5.588 4.578  -1.0497
38 C -3.925 0.224 -2.661  -0.6446
39 C -2.228 0.121 -5.384  -1.5891
40 C 2.512 2.437 -2.910  -0.9305
41 C 3.255 1.595 5.075  -0.5671
42 C -0.717 0.320 1.613  -0.8980
43 C -2.643 -4.794 5.139  -0.6439
44 H -3.704 -5.679 3.490  0.2756
45 H -4.296 0.279 -1.626  0.5286
46 H -0.900 3.389 0.592  0.5037
47 H -2.675 -4.051 -3.045  0.4025
48 H -1.561 0.352 -6.227  0.4529
49 H 3.217 -2.533 3.098  0.8598
50 H -1.697 -5.318 4.959  0.4138
51 H 0.636 -3.528 -0.543  0.7747
52 H -1.845 -2.953 -4.156  0.1856
53 H -2.735 -0.821 -5.634  0.2949
54 H 0.699 3.948 1.794  0.3496
55 H -4.765 -5.133 4.829  0.2951
56 H 3.704 2.594 5.140  0.4300
57 H 0.748 -0.061 6.409  0.4514
58 H -5.827 -0.076 -3.598  0.4340
59 H -0.612 -0.778 -4.252  -0.1395
60 H -2.970 0.929 -5.321  0.3424
61 H 0.741 2.229 2.260  0.2478
62 H -3.605 -2.790 -3.854  0.3508
63 H 2.172 3.226 2.454  0.4890
64 H -0.805 0.952 -3.984  -0.2329
65 H -3.893 1.255 -3.047  0.4592
66 H 1.808 -2.829 1.542  0.2892
67 H 2.837 -0.495 -2.729  0.7205
68 H -2.769 -4.629 6.215  0.3812
69 H 2.552 1.881 0.494  -0.0683
70 H -3.996 -3.238 6.890  0.3645
71 H -3.044 3.308 -0.551  0.4395
72 H 2.326 3.541 -0.059  0.6637
73 H -0.963 -2.882 0.857  0.5010
74 H 2.668 2.813 -3.927  0.4689
75 H 4.650 0.919 3.563  0.4131
76 H -1.668 -0.915 4.637  0.8770
77 H 3.317 2.839 -2.285  0.2965
78 H -0.692 4.133 -0.999  0.5179
79 H -2.894 -1.848 6.751  0.2724
80 H 2.621 1.350 -2.946  -0.0909
81 H -3.764 -6.592 5.012  0.3932
82 H -4.633 -1.634 6.501  0.4245
83 H -2.344 2.594 -2.006  0.3529
84 H 1.120 3.952 -2.249  0.5569
85 H 4.519 -0.180 1.638  0.6299
86 H -1.021 1.253 3.526  0.6393
87 H -3.114 -2.212 -1.430  0.5788
88 H 3.415 0.554 -0.516  1.1958
89 H -3.525 -1.598 4.326  0.5697
90 H 0.372 2.630 -3.178  0.4226
91 H 1.651 -1.880 4.952  0.4463
92 H -4.562 -3.026 4.453  0.4444
93 H -5.112 -1.579 -3.016  0.3660
94 H -2.453 1.646 -0.509  -0.0164
95 H -4.513 -0.807 -4.511  0.2346
96 H -1.392 -2.472 -1.711  -0.3672
97 H -0.618 1.271 1.071  0.2073

- relative energy (zero: lowest compared OMol25 entry of this formula, charge and spin) (kJ/mol) = 291.6
- M (g/mol) = 725.633
- highest occupied orbital energy (spin up / spin down) (Ha) = -0.4898 / -0.4984
- lowest unoccupied orbital energy (spin up / spin down) (eV) = -7.13 / -7.15
- total charge = +2
- expectation value of S² = 3.807
- 2S+1 = 4
- Kohn-Sham gap (spin up / spin down) (eV) = 6.2 / 6.4
- electronic energy (Eh) = -5805.67170

---

A structure of composition C35H54N3O2PdS. Source: the Open Molecules 2025 dataset; level of theory: ωB97M-V/def2-TZVPD.

Each line ends with the Mulliken charge.
Positions of all 96 atoms, in Å:
1 Pd -1.163 -1.190 1.260  1.0529
2 S -2.907 -0.939 5.261  -0.2191
3 O -0.399 0.632 2.031  -1.0275
4 O -1.883 -2.438 -0.360  -1.2095
5 N 0.861 -1.400 0.102  1.6926
6 N -1.386 -2.475 3.661  -0.0122
7 N 0.135 -3.420 2.078  1.2200
8 C 0.200 2.878 3.927  2.1728
9 C 1.529 0.972 0.729  -0.5776
10 C -0.337 4.272 3.552  -1.6384
11 C -5.212 -0.855 -2.864  -2.2680
12 C -0.986 1.992 4.311  -2.1440
13 C -1.658 -1.864 -6.459  -1.5352
14 C -0.448 -4.718 1.726  -1.2000
15 C -1.566 0.590 -5.922  -1.5890
16 C 4.371 3.456 1.162  1.8947
17 C 2.222 3.028 2.478  -0.0816
18 C 0.765 -2.264 -1.080  -1.1657
19 C -2.809 -1.478 -2.342  -0.4447
20 C -1.713 -1.949 -1.504  1.1483
21 C -2.487 -1.109 -3.623  -0.0882
22 C 4.643 4.532 2.216  -2.0807
23 C 2.697 1.648 0.564  -0.4418
24 C -4.295 -0.462 -0.606  -1.4965
25 C -4.242 -1.408 -1.815  2.1314
26 C -0.956 -0.787 -5.611  1.9561
27 C 0.528 -0.759 -5.983  -2.0913
28 C 0.654 1.293 1.846  1.1114
29 C -1.610 -1.562 4.598  -0.1375
30 C 3.080 2.703 1.428  -0.6017
31 C 5.547 2.466 1.156  -1.6116
32 C -0.354 -1.878 -2.010  -0.2122
33 C 1.093 2.996 5.177  -1.7148
34 C 1.033 2.374 2.743  -0.3722
35 C -1.175 -1.135 -4.150  -0.4504
36 C 1.118 -0.012 -0.333  -1.1703
37 C 1.518 -3.287 1.615  -2.0138
38 C 1.851 -1.899 1.062  -0.7743
39 C -4.731 -2.810 -1.414  -1.6124
40 C -0.116 -1.500 -3.298  -0.4633
41 C 4.261 4.135 -0.216  -1.5998
42 C -0.063 -3.088 3.475  -1.1401
43 H -5.255 -1.493 -3.751  0.4392
44 H 3.860 5.294 2.227  0.4048
45 H 0.589 -3.285 -0.743  0.4491
46 H 0.630 -0.459 -7.026  0.4367
47 H -2.167 -3.060 3.385  0.2386
48 H 5.584 5.031 1.979  0.4441
49 H 4.137 3.407 -1.020  0.3372
50 H 1.890 3.732 5.067  0.3469
51 H 2.852 -1.945 0.609  0.3506
52 H -6.214 -0.826 -2.434  0.4475
53 H 0.206 0.350 -0.808  0.3501
54 H -2.646 0.611 -5.766  0.3231
55 H 3.410 4.820 -0.242  0.3756
56 H -1.393 -4.862 2.253  0.3663
57 H -0.668 0.978 4.548  0.3003
58 H -1.380 0.839 -6.969  0.4671
59 H 0.015 -3.977 4.109  0.3658
60 H 3.338 1.383 -0.270  0.5505
61 H 0.907 -1.478 -3.655  0.5197
62 H -1.457 2.410 5.203  0.5014
63 H 1.084 -0.039 -5.376  0.4205
64 H -5.770 -2.752 -1.084  0.4833
65 H 1.902 -0.006 -1.103  0.6314
66 H 5.168 4.709 -0.418  0.4548
67 H -2.732 -1.896 -6.259  0.3275
68 H 1.685 -4.038 0.844  0.5970
69 H 0.669 -2.359 3.806  0.5553
70 H 1.544 2.033 5.429  0.3847
71 H -0.980 4.219 2.670  0.3504
72 H 0.991 -1.743 -5.875  0.3864
73 H -3.998 0.549 -0.892  0.3309
74 H -1.739 1.936 3.527  0.3693
75 H -1.242 -2.853 -6.253  0.3565
76 H 2.232 -3.513 2.415  0.4195
77 H 5.442 1.704 0.382  0.3185
78 H -1.114 1.367 -5.300  0.3722
79 H 0.212 -5.555 1.987  0.3278
80 H 1.902 -1.183 1.881  0.4229
81 H 1.720 -2.240 -1.625  0.3763
82 H -0.668 -4.749 0.659  0.2592
83 H -0.926 4.667 4.381  0.4443
84 H 6.476 3.007 0.966  0.4613
85 H 0.477 3.311 6.021  0.4947
86 H -1.517 -1.648 -7.520  0.4490
87 H 5.637 1.964 2.122  0.3791
88 H 0.473 4.976 3.345  0.3377
89 H 4.736 4.104 3.217  0.4199
90 H -3.652 -0.793 0.200  0.2100
91 H -5.314 -0.423 -0.215  0.4773
92 H -4.951 0.161 -3.169  0.4091
93 H -3.281 -0.788 -4.279  0.5200
94 H -4.132 -3.231 -0.609  0.2137
95 H 2.503 3.843 3.126  0.4691
96 H -4.684 -3.489 -2.269  0.3611

- relative energy (zero: lowest compared OMol25 entry of this formula, charge and spin) (kJ/mol) = 149.0
- M (g/mol) = 687.323
- highest occupied orbital energy (spin up / spin down) (Ha) = -0.3648 / -0.3951
- lowest unoccupied orbital energy (spin up / spin down) (eV) = -1.76 / -4.80
- total charge = +1
- expectation value of S² = 6.070
- 2S+1 = 5
- Kohn-Sham gap (spin up / spin down) (eV) = 8.2 / 5.9
- electronic energy (Eh) = -2206.56042

---

A cluster of 4 separate species, C35H54N3O5PS2 in total. Source: the Open Molecules 2025 dataset; level of theory: ωB97M-V/def2-TZVPD.

Each line ends with the Mulliken charge.
Positions of all 100 atoms, in Å:
1 S 3.552 -0.102 0.196  1.7224
2 S 1.503 -2.829 1.156  -0.3034
3 P 2.492 -1.969 -4.120  0.6196
4 O 4.564 2.474 -3.485  -0.4842
5 O 2.929 0.029 1.480  -0.5922
6 O 4.524 1.594 -2.375  -0.1400
7 O 3.770 -1.626 -0.235  -0.4553
8 O 4.857 0.489 0.248  -0.8601
9 N -1.668 -0.484 6.896  0.0382
10 N -5.049 4.591 1.149  0.1815
11 N -1.904 4.337 1.143  0.4785
12 C 1.409 -4.920 -2.695  1.1951
13 C -1.556 5.656 1.288  -0.7880
14 C -2.958 0.834 -0.237  -0.6339
15 C 1.394 1.543 -0.306  -1.6862
16 C 0.456 2.308 -1.262  -1.0966
17 C 2.220 -5.425 -3.910  -1.5580
18 C 2.383 -4.767 -1.506  -1.1023
19 C -1.597 1.082 -0.279  0.2957
20 C 0.595 -1.588 3.396  -1.2752
21 C -1.431 -2.076 8.415  -0.3290
22 C -1.277 5.874 2.610  -0.4766
23 C -3.230 2.360 -2.054  -0.7404
24 C 2.943 -1.214 -2.467  -0.7658
25 C -2.892 -1.084 7.025  -0.4846
26 C -7.181 4.532 1.741  -0.5911
27 C 3.501 2.043 -1.487  -1.2533
28 C -1.023 1.949 -1.179  0.0470
29 C -2.777 -2.079 7.959  -0.3884
30 C -6.799 3.242 1.279  -0.6696
31 C 0.103 -2.028 1.989  1.0748
32 C -1.881 2.585 -2.073  -0.7441
33 C 2.598 0.873 -1.030  1.0090
34 C 1.436 -2.197 -0.570  1.0322
35 C -5.477 3.316 0.925  -0.0122
36 C -6.077 5.340 1.651  -0.4784
37 C -1.466 4.642 3.292  -0.7089
38 C 2.180 0.114 -2.335  -2.3423
39 C 4.074 -2.264 -5.048  -1.3311
40 C 3.389 -3.591 -1.518  -1.8423
41 C 2.820 -2.162 -1.240  1.4913
42 C 0.418 -6.078 -2.358  -1.6902
43 C -3.773 1.495 -1.121  -0.5387
44 C -1.855 3.716 2.361  -0.5223
45 C -0.774 -1.081 7.744  -0.5411
46 C 1.363 -0.862 -5.070  -1.2999
47 H 4.285 -1.429 -5.728  0.4268
48 H -0.971 6.812 3.043  0.4635
49 H -1.332 4.458 4.345  0.4469
50 H -0.712 -2.738 2.159  0.5675
51 H 1.383 -2.303 3.666  0.3503
52 H 1.013 -6.878 -1.900  0.3503
53 H -0.384 -5.719 -1.707  0.3690
54 H -0.996 -2.730 9.153  0.4016
55 H -2.100 2.671 2.458  0.4982
56 H 2.893 2.741 -2.077  0.5673
57 H -1.491 3.295 -2.802  0.4561
58 H 1.204 -1.282 -6.068  0.4422
59 H 4.392 1.883 -4.234  0.3278
60 H 0.529 3.372 -0.993  0.5129
61 H 3.905 2.619 -0.647  0.6136
62 H 0.830 -4.027 -2.930  0.1191
63 H 4.878 -2.399 -4.320  0.3724
64 H 1.113 -0.134 -2.233  0.5366
65 H 1.661 -5.279 -4.843  0.3826
66 H 4.008 -0.941 -2.542  0.9930
67 H -8.153 4.830 2.099  0.3886
68 H 0.249 -0.747 7.793  0.3703
69 H 3.949 -3.187 -5.620  0.3849
70 H -3.568 -2.735 8.280  0.3846
71 H 0.408 -0.746 -4.552  0.3001
72 H -7.423 2.365 1.214  0.4100
73 H -4.801 2.579 0.535  0.1837
74 H 4.104 -3.811 -0.715  0.3517
75 H 1.842 2.264 0.388  0.7511
76 H 2.327 0.793 -3.174  0.8114
77 H 0.029 -6.493 -3.295  0.4353
78 H -0.990 0.564 0.460  0.1962
79 H 2.521 -6.471 -3.786  0.4329
80 H 3.994 -3.601 -2.431  0.4800
81 H 0.997 -1.195 -0.469  -1.4363
82 H -4.840 1.306 -1.045  0.5860
83 H 1.792 -4.826 -0.584  0.3900
84 H -4.116 4.922 0.970  0.1426
85 H 0.746 2.255 -2.317  0.6196
86 H 1.041 -0.592 3.384  0.2934
87 H -0.183 -1.692 4.159  0.4301
88 H 3.133 -4.828 -4.030  0.2543
89 H -1.459 0.277 6.276  0.1751
90 H -0.265 -1.176 1.409  -0.9555
91 H -3.908 2.861 -2.740  0.4088
92 H 1.742 0.164 -5.226  0.3471
93 H 0.904 0.799 0.323  0.1783
94 H 0.697 -2.766 -1.143  0.5531
95 H -3.735 -0.752 6.443  0.3761
96 H -2.155 3.893 0.274  0.1492
97 H 2.991 -5.685 -1.525  0.6213
98 H -3.333 0.149 0.518  0.4460
99 H -5.935 6.378 1.899  0.4103
100 H -1.538 6.321 0.440  0.4720

- M (g/mol) = 691.941
- highest occupied orbital energy (Ha) = -0.2981
- SMILES = CCSC[C@]1(CCC(C)C)OS(=O)(=O)[C@@](CCc2ccccc2)(COO)C[C@@H]1P(C)C.c1cc[nH]c1.c1cc[nH]c1.c1cc[nH]c1
- lowest unoccupied orbital energy (eV) = 0.09
- total charge = 0
- Kohn-Sham gap (eV) = 8.2
- electronic energy (Eh) = -3044.05049